An isolated molecule of C21H23ClN2O3S in a non-equilibrium geometry, computed with the ωB97M-V functional and the def2-TZVPD basis.

```
51
Properties=species:S:1:pos:R:3
O 2.6076 3.2754 0.2241
C 2.1677 2.3516 0.8787
N 2.9438 1.4144 1.4673
H 2.4896 0.6490 1.9375
C 4.3156 1.1997 1.0598
H 4.8438 2.1545 1.1087
H 4.7692 0.5018 1.7644
C 4.3862 0.6559 -0.3824
C 3.3454 -0.4036 -0.6217
C 2.2335 -0.1276 -1.2905
C 1.1254 -1.1034 -1.5441
C 1.2523 -2.3586 -0.6821
C 2.7055 -2.8219 -0.6682
C 3.5886 -1.7595 -0.0186
H 3.3796 -1.7244 1.0562
H 4.6421 -2.0275 -0.1326
H 3.0394 -2.9896 -1.6946
H 2.7956 -3.7633 -0.1238
H 0.9258 -2.1561 0.3405
H 0.6126 -3.1498 -1.0801
H 1.1455 -1.3802 -2.6048
H 0.1673 -0.6018 -1.3657
H 2.0912 0.8571 -1.7166
H 4.2125 1.4876 -1.0655
H 5.3886 0.2623 -0.5587
C 0.6949 2.1829 1.1111
C 0.1139 0.9396 1.3259
C -1.2531 0.8144 1.4732
C -2.0721 1.9296 1.3956
C -1.5035 3.1802 1.1679
C -0.1352 3.2991 1.0225
H 0.3177 4.2606 0.8328
H -2.1441 4.0449 1.1040
Cl -3.7690 1.7734 1.5669
S -1.8519 -0.8645 1.7573
O -2.9536 -0.8662 2.6604
O -0.6981 -1.6549 2.0700
N -2.3377 -1.3915 0.2535
C -3.4765 -0.9256 -0.4152
C -3.3912 -0.4956 -1.7355
C -4.5255 -0.0585 -2.3955
C -5.7464 -0.0370 -1.7439
C -5.8307 -0.4676 -0.4297
C -4.7058 -0.9184 0.2356
H -4.7582 -1.2541 1.2583
H -6.7816 -0.4588 0.0815
H -6.6290 0.3101 -2.2592
H -4.4512 0.2715 -3.4210
H -2.4368 -0.5128 -2.2434
H -1.5370 -1.5699 -0.3341
H 0.6872 0.0272 1.3732
```

Computed properties:
2S+1: 1
LUMO: 0.00485 hartree
Net charge: 0
ΔE to the lowest compared entry with this formula, charge and spin: 38.5 kcal per mole
SMILES: O=C(NCCC1=CCCCC1)c1ccc(Cl)c(S(=O)(=O)Nc2ccccc2)c1
E_HOMO: -8.9 eV

How is the electron density shared among the atoms? According to Löwdin, the charges in e are:
1. O 0.08
2. C -0.47
3. N 0.07
4. H 0.13
5. C -0.16
6. H 0.12
7. H 0.12
8. C -0.13
9. C -0.26
10. C -0.06
11. C -0.19
12. C -0.20
13. C -0.19
14. C -0.15
15. H 0.12
16. H 0.12
17. H 0.12
18. H 0.11
19. H 0.09
20. H 0.11
21. H 0.12
22. H 0.09
23. H 0.12
24. H 0.11
25. H 0.12
26. C -0.10
27. C -0.01
28. C -0.26
29. C -0.61
30. C -0.07
31. C 0.01
32. H 0.13
33. H 0.11
34. Cl 0.81
35. S 0.65
36. O -0.29
37. O -0.29
38. N -0.04
39. C -0.32
40. C -0.03
41. C -0.08
42. C -0.09
43. C -0.08
44. C -0.08
45. H 0.10
46. H 0.11
47. H 0.10
48. H 0.10
49. H 0.11
50. H 0.09
51. H 0.10